Here is a 2-piece molecular cluster, C6H5NO2P overall at a distorted geometry from the OMol25 dataset. Energies are from ωB97M-V/def2-TZVPD.

* HOMO energy: -4.132 eV
* orbital gap: 7.9975 eV
* strongest force on any atom: 5.0 eV Å⁻¹

ORCA input file:
```
! RIJCOSX wB97M-V def2-TZVPD def2/J DEFGRID3
* xyz -1 1
P -0.475 0.149 -1.053
O 2.029 1.614 -0.723
O 2.824 0.474 1.067
N -2.189 2.510 0.319
C -0.377 -2.200 0.249
C -1.161 -1.384 -0.623
C 0.860 -0.265 0.068
C 0.751 -1.545 0.639
C 1.970 0.607 0.233
C -2.816 3.148 1.011
H 1.463 -1.987 1.284
H -1.461 2.157 -0.336
H 1.098 1.669 -1.171
H -0.504 -3.181 0.229
H -2.011 -1.765 -1.193
*
```

Here is C6H5NO2S as an isolated structure at a distorted geometry from the OMol25 dataset. Energies are from ωB97M-V/def2-TZVPD.

* HOMO energy (alpha / beta): -8.749 / -8.750 eV
* orbital gap (alpha / beta): 7.0852 / 7.0886 eV
* strongest force on any atom: 5.1 eV Å⁻¹

ORCA input file:
```
! RIJCOSX wB97M-V def2-TZVPD def2/J DEFGRID3
* xyz 0 1
S 1.690 -1.385 1.508
O 2.220 0.940 -2.542
O 4.169 0.927 -1.637
N 2.935 0.947 -1.544
C 3.046 0.475 0.838
C -0.762 -0.889 0.323
C 2.379 0.899 -0.288
C 0.955 0.906 -0.008
C 2.860 -0.188 1.915
C 0.693 -0.350 0.637
H -0.739 -1.736 -0.437
H -1.373 -0.099 -0.112
H -1.057 -1.288 1.354
H 0.251 1.071 -0.921
H 0.517 1.839 0.487
*
```

Here is one molecule with the formula C6H5NO2S at a distorted geometry from the OMol25 dataset. Energies are from ωB97M-V/def2-TZVPD.

* HOMO energy: -9.078 eV
* orbital gap: 9.6574 eV
* strongest force on any atom: 4.9 eV Å⁻¹
* SMILES: O=C1c2ccsc2CN1O

ORCA input file:
```
! RIJCOSX wB97M-V def2-TZVPD def2/J DEFGRID3
* xyz 0 1
S 1.332 2.129 0.336
O 0.429 -2.997 -0.091
O -2.071 -1.327 -0.597
N 0.188 -1.621 -0.332
C -1.217 1.711 0.172
C 1.427 -0.766 -0.028
C -1.004 -0.918 -0.212
C -0.347 2.686 0.440
C -0.573 0.459 0.010
C 0.798 0.554 0.120
H 1.874 -1.015 0.973
H -0.166 -3.560 -0.471
H -0.483 3.800 0.674
H -2.223 1.906 -0.082
H 2.036 -1.039 -0.912
*
```

Here is one molecule with the formula C6H5NO4 at a distorted geometry from the OMol25 dataset. Energies are from ωB97M-V/def2-TZVPD.

* HOMO energy: -8.323 eV
* orbital gap: 9.0507 eV
* strongest force on any atom: 5.0 eV Å⁻¹

ORCA input file:
```
! RIJCOSX wB97M-V def2-TZVPD def2/J DEFGRID3
* xyz 0 1
O -0.597 2.043 0.498
O 0.774 -2.344 -0.479
O -1.683 0.118 0.085
O 1.271 1.171 -0.569
N -0.363 -1.370 1.278
C 1.638 -0.032 -1.129
C 0.385 1.065 0.559
C -0.419 -0.231 0.484
C -1.662 1.486 -0.224
C 0.895 -1.093 -0.928
C 0.191 -2.374 0.751
H 2.466 0.099 -1.811
H 0.238 -3.332 1.242
H -1.511 1.621 -1.312
H -2.603 1.947 0.091
H 0.980 1.226 1.464
*
```

Here is an isolated ion of composition C6H5NO5S and charge -2 at a distorted geometry from the OMol25 dataset. Energies are from ωB97M-V/def2-TZVPD.

* HOMO energy: -0.770 eV
* orbital gap: 7.0544 eV
* strongest force on any atom: 4.6 eV Å⁻¹
* SMILES: O=C([O-])[C@@H](n1cccc1)S(=O)(=O)[O-]

ORCA input file:
```
! RIJCOSX wB97M-V def2-TZVPD def2/J DEFGRID3
* xyz -2 1
S 1.916 1.268 0.052
O 0.873 -2.695 -0.692
O 1.718 1.399 1.447
O 3.324 1.173 -0.294
O 1.252 2.395 -0.700
O 2.114 -1.864 1.001
N -0.325 -0.073 -0.229
C -1.391 -0.430 -0.964
C 0.985 -0.227 -0.578
C 1.463 -1.850 -0.040
C -2.556 -0.192 -0.235
C -2.089 0.277 0.992
C -0.763 0.483 0.866
H -1.231 -0.864 -1.971
H -0.161 0.920 1.627
H 1.112 -0.048 -1.598
H -3.597 -0.522 -0.505
H -2.645 0.850 1.820
*
```

Here is one molecule with the formula C6H5NOS2 at a distorted geometry from the OMol25 dataset. Energies are from ωB97M-V/def2-TZVPD.

* HOMO energy: -8.866 eV
* orbital gap: 7.8206 eV
* strongest force on any atom: 5.8 eV Å⁻¹
* SMILES: N#CC1=CC=C(CO)SS1

ORCA input file:
```
! RIJCOSX wB97M-V def2-TZVPD def2/J DEFGRID3
* xyz 0 1
S 1.541 -0.788 0.441
S 1.073 1.026 -0.445
O -2.221 2.823 0.929
N 0.565 -3.796 -1.440
C -1.437 0.280 0.276
C -1.137 -1.150 -0.108
C -0.519 1.244 0.168
C 0.439 -2.760 -0.926
C 0.108 -1.643 -0.194
C -0.832 2.670 0.856
H -0.329 3.661 0.423
H -0.620 2.589 1.955
H -2.445 3.196 -0.088
H -1.906 -1.788 -0.640
H -2.434 0.675 0.640
*
```

Here is C6H5O3Tm as an isolated structure at a distorted geometry from the OMol25 dataset. Energies are from ωB97M-V/def2-TZVPD.

* HOMO energy (alpha / beta): -26.188 / -24.560 eV
* orbital gap (alpha / beta): 9.3643 / 4.0043 eV
* strongest force on any atom: 4.8 eV Å⁻¹

ORCA input file:
```
! RIJCOSX wB97M-V def2-TZVPD def2/J DEFGRID3
* xyz 4 3
Tm -0.727 1.583 -3.082
O 0.056 0.142 -1.116
O -0.954 3.084 -4.868
O -0.953 4.622 -6.594
C 0.024 -0.633 -0.235
C 0.973 -0.577 2.931
C 1.157 -1.643 3.546
C -0.267 -1.204 2.152
C -0.946 3.857 -5.747
C 0.052 -1.512 0.725
H 2.047 -0.270 2.593
H 0.943 -2.384 4.314
H -0.694 -2.097 2.646
H 0.331 -2.525 0.415
H -1.041 -0.442 2.321
*
```

Here is C6H5O7P as an isolated structure at a distorted geometry from the OMol25 dataset. Energies are from ωB97M-V/def2-TZVPD.

* HOMO energy: -8.366 eV
* orbital gap: 8.1336 eV
* strongest force on any atom: 6.4 eV Å⁻¹

ORCA input file:
```
! RIJCOSX wB97M-V def2-TZVPD def2/J DEFGRID3
* xyz 0 1
P -1.749 1.577 -1.688
O -2.745 0.437 2.522
O -0.028 0.037 -1.969
O 2.772 0.190 -2.035
O 0.562 -0.624 1.796
O -2.673 1.262 -2.669
O -0.378 -0.469 3.862
O -2.095 0.458 -0.420
C 0.705 -0.280 -0.877
C -0.423 -0.372 2.678
C -1.277 0.245 0.560
C 2.154 -0.725 -1.090
C 0.049 -0.228 0.294
C -1.626 0.097 1.905
H 2.720 -0.706 -0.131
H 0.486 -0.128 -2.749
H 3.729 0.432 -1.895
H 2.247 -1.771 -1.570
H -2.432 0.566 3.476
*
```

Here is one molecule with the formula C6H6 at a distorted geometry from the OMol25 dataset. Energies are from ωB97M-V/def2-TZVPD.

* HOMO energy: -9.639 eV
* orbital gap: 10.8643 eV
* strongest force on any atom: 3.8 eV Å⁻¹
* SMILES: c1ccccc1

ORCA input file:
```
! RIJCOSX wB97M-V def2-TZVPD def2/J DEFGRID3
* xyz 0 1
C -0.655 0.972 1.115
C 0.176 -0.690 1.454
C 0.574 -0.738 -1.321
C -0.016 0.431 -1.559
C -0.747 1.429 -0.133
C 0.669 -1.405 0.444
H 1.091 -1.554 -1.842
H 1.174 -2.358 0.242
H -0.925 1.245 2.143
H -1.142 2.281 -0.700
H 0.061 -0.722 2.544
H -0.258 1.110 -2.387
*
```

Here is one molecule with the formula C6H6 from the OMol25 dataset. Energies are from ωB97M-V/def2-TZVPD.

* HOMO energy (alpha / beta): -8.330 / -8.140 eV
* orbital gap (alpha / beta): 7.2473 / 7.0891 eV
* strongest force on any atom: 0.7 eV Å⁻¹

ORCA input file:
```
! RIJCOSX wB97M-V def2-TZVPD def2/J DEFGRID3
* xyz 0 1
C 2.317 0.030 0.864
C -2.610 0.680 0.152
C 1.064 -0.584 -1.099
C -1.286 0.244 -0.279
C 2.267 -0.530 -0.456
C -0.173 -0.109 -0.596
H 3.329 -0.190 1.267
H -3.011 -0.020 0.893
H -3.308 0.724 -0.690
H 1.007 -1.056 -2.082
H 3.117 -0.962 -0.995
H -2.559 1.668 0.619
*
```

Here is one molecule with the formula C6H6 from the OMol25 dataset. Energies are from ωB97M-V/def2-TZVPD.

* HOMO energy: -9.904 eV
* orbital gap: 10.9360 eV
* strongest force on any atom: 0.6 eV Å⁻¹
* SMILES: C#CC(C)C#C

ORCA input file:
```
! RIJCOSX wB97M-V def2-TZVPD def2/J DEFGRID3
* xyz 0 1
C 1.039 -0.707 0.423
C -1.219 -0.809 -0.656
C 0.051 2.445 0.143
C 2.207 -0.994 0.374
C -0.339 -0.183 0.440
C -0.205 1.278 0.288
H -2.226 -0.384 -0.621
H -0.793 -0.400 1.417
H 0.315 3.471 0.015
H -0.791 -0.615 -1.642
H -1.289 -1.892 -0.512
H 3.251 -1.210 0.329
*
```

Here is one molecule with the formula C6H6 at a distorted geometry from the OMol25 dataset. Energies are from ωB97M-V/def2-TZVPD.

* HOMO energy: -8.847 eV
* orbital gap: 9.8353 eV
* strongest force on any atom: 6.1 eV Å⁻¹
* SMILES: CC#CC#CC

ORCA input file:
```
! RIJCOSX wB97M-V def2-TZVPD def2/J DEFGRID3
* xyz 0 1
C -0.668 -2.935 -1.403
C -0.262 -0.510 -0.486
C 0.462 1.778 0.597
C -0.546 -1.591 -0.916
C 0.179 0.766 -0.012
C 0.708 2.923 1.638
H 0.253 2.592 2.492
H 0.018 -3.542 -0.768
H 1.762 3.174 1.678
H -1.642 -3.202 -1.522
H -0.209 -3.045 -2.397
H -0.056 3.591 1.099
*
```

Number 1 is which compound?
C6H5NO2P